The following is a quantum chemistry calculation of a 3-piece molecular cluster, C17H33Br4ClNO overall, from OMol25.

Each line ends with the Mulliken charge.
Atoms and positions in Å:
1 C 2.6877 -3.1446 1.5029  -1.57
2 C 1.7437 -3.8604 0.5246  0.94
3 C 0.5140 -4.3851 1.2671  -1.53
4 C 1.4607 -3.0681 -0.7670  -1.98
5 C 0.4583 -1.8972 -0.7845  2.25
6 Cl 0.8881 -0.9631 -2.3233  -0.19
7 C -0.9797 -2.3907 -0.9622  -1.97
8 C -2.1111 -1.4306 -0.5125  2.03
9 C -2.7089 -1.8384 0.8473  -1.66
10 C -3.2171 -1.4275 -1.5572  -1.96
11 N -1.5510 -0.0457 -0.4210  0.64
12 O -1.6979 0.7056 -1.4430  -0.64
13 C -0.3794 0.2276 0.4843  1.87
14 C -0.8472 0.3857 1.9343  -2.07
15 C 0.2592 1.5298 0.0317  -1.22
16 C 0.6462 -0.9345 0.3785  -1.68
17 H 3.3885 -3.8541 1.9479  0.42
18 H 3.2721 -2.3563 1.0275  0.37
19 H 2.1494 -2.6905 2.3391  0.34
20 H 2.2719 -4.7446 0.1556  0.49
21 H -0.1100 -3.5671 1.6344  0.17
22 H -0.0998 -5.0296 0.6341  0.31
23 H 0.8241 -4.9671 2.1364  0.48
24 H 1.1326 -3.7620 -1.5480  0.42
25 H 2.4181 -2.6719 -1.1106  0.52
26 H -1.1051 -2.6328 -2.0169  0.38
27 H -1.0816 -3.3327 -0.4182  0.24
28 H -3.5991 -2.4454 0.6851  0.49
29 H -2.0181 -2.4243 1.4553  0.20
30 H -3.0135 -0.9694 1.4292  0.30
31 H -2.8372 -1.1528 -2.5382  0.41
32 H -3.6535 -2.4264 -1.5982  0.49
33 H -3.9946 -0.7084 -1.2920  0.43
34 H -1.0463 -0.5605 2.4342  0.40
35 H -1.7435 1.0100 1.9837  0.40
36 H -0.0696 0.8992 2.5070  0.41
37 H 0.7075 1.4125 -0.9489  -0.21
38 H 1.0393 1.7923 0.7464  0.13
39 H -0.4781 2.3315 -0.0163  0.55
40 H 0.6455 -1.5175 1.2998  0.02
41 H 1.6448 -0.5020 0.2887  0.51
42 Br 2.6624 2.6987 -2.5615  -0.12
43 C 0.9429 2.6973 -3.4641  -0.47
44 C 0.8732 3.7152 -4.5704  -0.66
45 Br 0.7982 5.5355 -3.8955  -0.17
46 H 0.1925 2.8752 -2.6987  0.32
47 H 0.8098 1.6933 -3.8616  0.31
48 H -0.0341 3.5689 -5.1515  0.41
49 H 1.7408 3.6662 -5.2213  0.42
50 Br -0.6138 5.1088 4.8015  -0.15
51 C 0.0375 5.7675 3.0958  -0.62
52 C 0.4070 4.6492 2.1570  -0.46
53 Br 2.0260 3.7295 2.7024  -0.13
54 H 0.8873 6.4068 3.3152  0.39
55 H -0.7683 6.3597 2.6685  0.39
56 H 0.6021 5.0408 1.1609  0.39
57 H -0.3729 3.8944 2.1056  0.21

Computed properties:
Spin multiplicity ... 2
Charge ... 0
Orbital gap (alpha / beta) ... 8.480 / 9.972 eV
Strongest force on any atom ... 0.009 Eh/bohr
Expectation value of S² ... 0.754

***

The following is a quantum chemistry calculation of C32H52AsFeN2OP2S3Se as an isolated structure, from OMol25.

Each line ends with the Mulliken charge.
Atoms and positions in Å:
1 Fe 0.1715 0.0091 -0.3682  0.47
2 C -1.7894 -4.4759 0.0899  -1.68
3 C -1.7035 -2.9592 0.2845  1.62
4 C -2.2955 -2.6090 1.6520  -1.48
5 P 0.0030 -2.2323 0.0893  1.43
6 C 0.9193 -3.3789 -1.0456  1.80
7 C 1.4950 -4.6612 -0.4355  -2.02
8 C 2.0291 -2.6841 -1.8302  -1.56
9 C 0.7001 -2.2195 1.7643  0.29
10 C 1.3426 -3.2213 2.4803  -0.60
11 C 1.8903 -2.9642 3.7310  0.51
12 C 2.5777 -4.0452 4.5214  -1.70
13 C 1.8027 -1.6681 4.2277  -0.87
14 C 1.1389 -0.6660 3.5448  -0.17
15 C 0.5287 -0.9425 2.3224  -1.08
16 N -0.1823 -0.0070 1.5646  0.55
17 C -1.0799 0.8209 2.2175  -0.17
18 C -1.4746 0.6752 3.5617  -0.77
19 C -2.3423 1.5728 4.1520  -1.32
20 C -2.8896 2.6521 3.4614  0.32
21 C -3.8076 3.6375 4.1328  -1.64
22 C -2.5852 2.7424 2.1132  -0.14
23 C -1.7348 1.8350 1.4872  -0.81
24 P -1.5616 1.6515 -0.2920  1.88
25 C -1.4670 3.4124 -0.8882  0.82
26 C -0.4159 4.2796 -0.1953  -1.36
27 C -1.5327 3.5933 -2.4017  -1.53
28 C -3.2542 1.1642 -0.8851  0.77
29 C -3.7015 -0.0381 -0.0674  -1.55
30 C -4.3431 2.2347 -0.8411  -1.64
31 H -2.8340 -4.7839 0.1719  0.49
32 H -1.2330 -5.0024 0.8677  0.27
33 H -1.4294 -4.8009 -0.8863  0.31
34 H -2.3003 -2.5147 -0.5112  -0.40
35 H -1.8337 -3.2233 2.4273  0.43
36 H -3.3671 -2.8202 1.6401  0.57
37 H -2.1565 -1.5646 1.9191  0.10
38 H 0.1409 -3.6606 -1.7496  -0.50
39 H 2.3439 -4.4330 0.2065  0.52
40 H 1.8754 -5.2852 -1.2483  0.44
41 H 0.7708 -5.2478 0.1228  0.33
42 H 2.9140 -2.5514 -1.2064  0.40
43 H 1.6960 -1.7150 -2.1870  -0.27
44 H 2.2992 -3.3059 -2.6880  0.67
45 H 1.4264 -4.2176 2.0724  0.30
46 H 2.6391 -4.9725 3.9513  0.35
47 H 2.0396 -4.2583 5.4476  0.33
48 H 3.5933 -3.7522 4.7943  0.37
49 H 2.2760 -1.4320 5.1751  0.41
50 H 1.1137 0.3366 3.9490  0.76
51 H -1.0964 -0.1366 4.1656  0.47
52 H -2.6002 1.4299 5.1963  0.35
53 H -3.7671 3.5343 5.2171  0.39
54 H -4.8464 3.4906 3.8259  0.30
55 H -3.5354 4.6657 3.8883  0.37
56 H -3.0235 3.5428 1.5263  0.45
57 H -2.4263 3.7670 -0.4945  0.44
58 H 0.6016 4.0520 -0.5033  0.15
59 H -0.4687 4.1667 0.8881  0.17
60 H -0.6134 5.3282 -0.4331  0.55
61 H -0.6163 3.2707 -2.8900  0.10
62 H -1.6882 4.6524 -2.6225  0.52
63 H -2.3578 3.0337 -2.8441  0.31
64 H -3.0874 0.8483 -1.9181  0.53
65 H -3.8886 0.2414 0.9722  0.21
66 H -2.9325 -0.8004 -0.0849  -0.29
67 H -4.6137 -0.4664 -0.4872  0.69
68 H -4.4881 2.6138 0.1723  0.27
69 H -5.2863 1.7772 -1.1479  0.49
70 H -4.1593 3.0760 -1.5086  0.35
71 Se 3.5611 1.6155 1.6321  -0.18
72 C 2.7695 0.3309 0.7232  -0.40
73 N 2.1935 -0.4766 0.0805  -0.38
74 C 3.6020 2.7144 -3.7393  -1.14
75 As 2.8047 1.1242 -2.9829  0.96
76 C 2.2266 0.1366 -4.5411  -1.01
77 C 4.2913 0.2041 -2.1646  -0.81
78 S 1.2669 1.8327 -1.7058  -0.68
79 H 4.4190 2.4278 -4.4006  0.43
80 H 3.9779 3.3341 -2.9283  0.37
81 H 2.8487 3.2655 -4.2976  0.35
82 H 3.0816 0.0372 -5.2107  0.47
83 H 1.4343 0.7060 -5.0221  0.32
84 H 1.8354 -0.8364 -4.2649  0.22
85 H 5.1048 0.1246 -2.8855  0.48
86 H 3.9719 -0.7732 -1.8213  0.05
87 H 4.5973 0.7935 -1.3002  0.30
88 C -1.5601 -3.9305 -4.1457  -0.96
89 O -0.8588 -2.7996 -3.6338  -0.13
90 C -1.5763 -1.7957 -3.1006  0.12
91 S -3.2122 -1.8281 -3.0289  -0.24
92 S -0.5996 -0.4122 -2.6774  -0.23
93 H -0.7955 -4.5993 -4.5324  0.25
94 H -2.2473 -3.6313 -4.9358  0.37
95 H -2.1362 -4.4157 -3.3563  0.36

Computed properties:
Spin multiplicity ... 2
Charge ... 0
ΔE to the lowest compared entry with this formula, charge and spin ... 1.226 eV
Orbital gap (alpha / beta) ... 6.008 / 7.136 eV
Strongest force on any atom ... 0.014 Eh/bohr
Expectation value of S² ... 0.835

***

The following is a quantum chemistry calculation of C5H12 as an isolated structure in a non-equilibrium geometry, from OMol25.

Each line ends with the Mulliken charge.
Atoms and positions in Å:
1 C 1.8123 -0.2959 -0.6084  -0.91
2 C 1.2844 -0.3814 0.8860  -0.31
3 C -1.5640 0.0402 0.1461  -0.62
4 C -2.8975 -0.0149 -0.5908  -0.93
5 C 2.0599 0.7410 1.0190  -0.38
6 H 1.8217 -1.3402 -0.9639  0.34
7 H 2.8963 -0.0408 -0.9077  0.32
8 H 1.6461 -1.3246 1.2735  0.17
9 H -1.0363 -0.8895 -0.1642  0.19
10 H -1.5377 0.0354 1.2270  0.35
11 H -0.8343 0.8286 -0.0363  0.20
12 H -2.8939 0.5171 -1.5563  0.27
13 H -3.7475 0.4099 -0.0317  0.27
14 H -3.1112 -1.0591 -0.8249  0.26
15 H 1.2254 0.3460 -1.2909  0.26
16 H 3.1207 0.6352 1.4317  0.28
17 H 1.7557 1.7930 0.9915  0.25

Computed properties:
Charge ... 0
ΔE to the lowest compared entry with this formula, charge and spin ... 5.652 eV
Orbital gap ... 7.852 eV
Strongest force on any atom ... 0.074 Eh/bohr

***

The following is a quantum chemistry calculation of C3H7NO2 as an isolated structure, from OMol25.

Each line ends with the Mulliken charge.
Atoms and positions in Å:
1 N -0.1970 1.8269 0.0463  -0.59
2 C 0.5211 0.8724 0.5915  0.35
3 O 0.9348 1.3146 1.7217  -0.64
4 C 0.8216 -0.5030 0.0794  -0.21
5 C -0.2202 -0.9872 -0.9268  -0.62
6 O -1.5122 -1.0559 -0.3710  -0.52
7 H 0.2617 2.3068 1.1976  0.50
8 H -0.5165 1.8429 -0.9149  0.20
9 H 0.8654 -1.1745 0.9419  0.25
10 H 1.8209 -0.4861 -0.3737  0.27
11 H -0.1980 -0.3439 -1.8227  0.29
12 H 0.0278 -2.0010 -1.2531  0.35
13 H -1.7530 -0.1666 -0.0749  0.36

Computed properties:
Charge ... 0
ΔE to the lowest compared entry with this formula, charge and spin ... 2.539 eV
Orbital gap ... 10.920 eV
Strongest force on any atom ... 0.008 Eh/bohr

***

The following is a quantum chemistry calculation of a 4-piece molecular cluster, C3H11NO3 overall in a non-equilibrium geometry, from OMol25.

Each line ends with the Mulliken charge.
Atoms and positions in Å:
1 C 1.2205 -0.0971 -1.0697  -0.46
2 C 1.1220 1.0995 -0.5203  0.03
3 N 1.0305 1.3419 0.8687  -0.39
4 C -0.1202 1.4035 1.3929  -0.14
5 H 1.0134 -0.9305 -0.3952  0.04
6 H 1.4244 -0.5660 -2.0202  0.26
7 H 1.2100 1.9925 -1.1341  0.34
8 H -0.1937 1.6406 2.4437  0.30
9 H -1.0644 1.1575 0.9017  0.13
10 O 1.6853 -2.2253 1.5218  -0.65
11 H 2.6120 -1.9515 1.5992  0.32
12 H 1.2849 -1.6487 2.1541  0.32
13 O -2.6301 0.8932 -1.7653  -0.66
14 H -2.7620 -0.0506 -1.7914  0.32
15 H -1.7979 1.0017 -1.2676  0.34
16 O -1.6021 -1.3066 -0.3714  -0.58
17 H -0.6544 -1.3254 -0.1145  0.22
18 H -1.6917 -2.2749 -0.3028  0.27

Computed properties:
Charge ... 0
ΔE to the lowest compared entry with this formula, charge and spin ... 3.064 eV
Orbital gap ... 10.030 eV
Structure (SMILES) ... C=CN=C.O.O.O
Strongest force on any atom ... 0.046 Eh/bohr